No. 1
This record from OMol25 describes C22H29NO3S as an isolated structure. The level of theory is ωB97M-V with the def2-TZVPD basis set.

The calculation puts the gap between HOMO and LUMO at 0.275 Ha. The calculation puts the HOMO energy at -7.9189 eV. The value obtained for the LUMO energy is -0.44 eV.

Last column: Löwdin charge in e.
Cartesian coordinates (Å):
C (-8.13075, -0.54055, -0.41378)  -0.0290
C (-6.60205, -0.09433, -0.46283)  -0.2493
C (-5.60419, -0.69851, -1.15574)  -0.0789
C (-4.39361, -0.39183, -1.13491)  -0.2036
C (-4.06861, 0.61517, -0.57116)  -0.2172
C (-5.14121, 1.41749, 0.29907)  0.0544
C (-6.48671, 0.94231, 0.39408)  -0.0472
H (-7.17647, 1.65391, 0.62962)  0.0896
H (-4.87642, 2.42913, 0.69101)  0.1054
C (-2.64310, 1.20969, -0.37502)  -0.2614
H (-2.04240, 0.73412, -0.76864)  -0.0602
H (-2.65363, 2.31067, -0.97301)  0.1950
S (-2.13957, 1.41812, 1.27670)  0.9217
O (-0.68916, 1.83905, 1.36759)  -0.4908
C (-2.49455, -0.14912, 1.93913)  -0.3593
C (-1.81699, -1.17005, 1.41431)  -0.2030
C (-2.11867, -2.36029, 0.57455)  -0.0396
C (-1.02280, -2.79317, 0.02674)  0.0131
C (0.16036, -1.85847, 0.32440)  -0.2305
C (1.46362, -1.94206, 0.17040)  -0.3518
O (1.95760, -2.90176, -0.66778)  -0.0429
N (2.03329, -0.80237, 0.65165)  0.1876
H (1.62725, -0.06484, 1.03710)  0.0887
C (3.48907, -0.60015, 0.41578)  -0.4482
C (4.30615, -0.40370, 1.32769)  -0.2348
C (5.87316, -0.29941, 1.31338)  -0.1806
C (5.98350, 0.77720, 0.52240)  -0.2252
C (5.27034, 1.05740, -0.84578)  -0.4418
C (5.39751, 2.14836, -1.48649)  -0.1763
H (6.57767, 2.35561, -1.57517)  0.1395
H (4.99695, 3.13552, -1.16141)  0.1053
H (5.07377, 2.08103, -2.74165)  0.1678
H (5.66798, 0.09563, -1.36994)  0.1861
C (3.71373, 0.51110, -0.60217)  -0.2640
C (2.93017, 0.46315, -1.88973)  -0.0484
H (3.44320, -0.03517, -2.49079)  -0.0175
H (2.99271, 1.48069, -2.60116)  0.1371
H (1.92662, 0.27747, -1.43463)  0.0974
H (3.30616, 1.51739, 0.01693)  0.1914
H (6.92062, 1.26227, 0.43841)  0.0949
H (5.67350, 1.73080, 1.26288)  0.1862
H (6.07397, -1.08895, 1.00667)  0.0024
H (6.22063, -0.29183, 2.30582)  0.1336
H (4.11784, -1.64854, 2.14494)  0.2160
H (3.78727, 0.30015, 2.09850)  0.1632
H (4.06377, -1.57254, -0.35153)  0.2592
O (-0.32811, -1.10872, 1.25400)  0.0528
H (-0.77707, -3.72498, -0.67593)  0.1642
H (-3.13291, -2.45234, 0.29762)  0.0974
H (-3.68742, -0.23361, 2.08624)  0.1814
H (-2.10353, -0.02771, 3.04814)  0.1593
H (-3.66744, -0.87574, -1.68930)  0.1404
H (-5.83378, -1.62494, -1.77208)  0.1586
H (-8.63213, -0.36116, 0.51993)  0.0576
H (-8.12535, -1.68458, -0.52829)  0.1012
H (-8.65980, 0.03795, -1.11676)  0.0532

No. 2
This record from OMol25 describes C19H33N9OSc as an isolated structure. The level of theory is ωB97M-V with the def2-TZVPD basis set.

As for the charge: +3. The calculation puts the gap between HOMO and LUMO at 0.315 Ha. The calculation puts the HOMO energy at -17.1746 eV. The value obtained for the LUMO energy is -8.59 eV.

Last column: Löwdin charge in e.
Cartesian coordinates (Å):
Sc (0.55649, 0.20307, -0.69145)  1.1208
N (0.71175, 0.12872, -2.99805)  -0.0178
C (2.02495, 0.60530, -3.50357)  -0.1792
C (3.12456, -0.03158, -2.67580)  -0.1351
N (2.90346, 0.05190, -1.20082)  -0.2154
C (3.54325, 1.26107, -0.61408)  -0.1621
C (2.88074, 2.53219, -1.08457)  -0.1699
N (1.40370, 2.41415, -0.89251)  -0.0160
C (3.50283, -1.15139, -0.55588)  -0.1551
C (2.53396, -2.30718, -0.58680)  -0.1779
N (1.29024, -1.86511, 0.09788)  -0.0159
H (0.58562, -0.84299, -3.28256)  0.0996
H (-0.03854, 0.61327, -3.48907)  0.1212
H (2.02309, 1.68988, -3.44832)  0.1048
H (2.16461, 0.34366, -4.55321)  0.1435
H (4.09834, 0.39519, -2.93261)  0.1520
H (3.17784, -1.08950, -2.93911)  0.1295
H (4.61194, 1.28011, -0.85052)  0.1520
H (3.44760, 1.17785, 0.46914)  0.1206
H (3.08619, 2.73147, -2.13316)  0.1170
H (3.28072, 3.38198, -0.53113)  0.1425
H (0.94571, 3.06674, -1.52432)  0.1114
H (1.18951, 2.75922, 0.04170)  0.0950
H (3.72841, -0.89769, 0.48140)  0.1355
H (4.45219, -1.41288, -1.02973)  0.1519
H (2.96777, -3.18604, -0.10864)  0.1431
H (2.27808, -2.59166, -1.60991)  0.1160
H (1.51154, -1.70062, 1.07865)  0.1032
H (0.60667, -2.61730, 0.10700)  0.0986
N (-1.37711, 1.49417, -0.47353)  0.0390
C (-2.62377, 0.75397, -0.64461)  -0.2318
C (-3.84982, 1.31480, -0.43395)  0.0177
C (-5.02851, 0.56850, -0.65869)  -0.0188
C (-4.95231, -0.71774, -1.10774)  0.0174
C (-3.69044, -1.31930, -1.34013)  -0.1226
C (-3.54958, -2.63114, -1.83858)  0.0557
C (-2.29940, -3.14182, -2.06540)  0.0029
C (-1.19011, -2.34415, -1.76272)  -0.1205
N (-1.26729, -1.11439, -1.27755)  0.0084
C (-2.51485, -0.58020, -1.08727)  -0.1595
H (-1.37325, 1.88046, 0.47049)  0.0971
H (-1.40108, 2.29573, -1.10204)  0.1184
H (-3.92453, 2.34599, -0.10787)  0.1345
H (-5.98893, 1.03528, -0.49037)  0.1296
H (-5.84957, -1.29027, -1.30407)  0.1375
H (-4.43479, -3.21902, -2.04845)  0.1451
H (-2.15357, -4.13566, -2.46296)  0.1309
H (-0.19329, -2.74058, -1.93344)  0.1090
C (-0.76362, 0.58149, 5.93926)  0.0266
N (-0.55899, 0.49304, 4.49351)  -0.0649
C (0.67053, 0.82237, 3.79605)  0.0007
C (0.24218, 0.57304, 2.37330)  -0.4464
O (1.02326, 0.71758, 1.37728)  -0.1219
N (-1.01745, 0.19616, 2.28823)  0.1930
C (-1.47305, 0.16457, 3.59239)  -0.3615
N (-2.71862, -0.16421, 3.87318)  0.2566
H (0.20622, 0.68570, 6.41700)  0.1083
H (-1.21998, -0.33660, 6.30831)  0.1064
H (-1.38047, 1.44403, 6.18975)  0.1113
H (1.49957, 0.17499, 4.08975)  0.1587
H (0.96858, 1.86235, 3.94904)  0.1610
H (-3.33790, -0.42749, 3.12499)  0.1336
H (-3.07124, -0.18346, 4.81691)  0.1346

No. 3
This record from OMol25 describes C43H51BF4IrN5O2P2SSb as an isolated structure. The level of theory is ωB97M-V with the def2-TZVPD basis set.

As for the charge: +2. The calculation puts the gap between HOMO and LUMO (spin up / spin down) at 0.199 / 0.199 Ha. The calculation puts the HOMO energy (spin up / spin down) at -11.7067 / -11.7067 eV. The value obtained for the LUMO energy (spin up / spin down) is -6.29 / -6.30 eV. Its spin multiplicity is 2.

Last column: Mulliken spin population.
Cartesian coordinates (Å):
Ir (-0.26065, -0.73204, 0.52761)  -0.0080
N (-0.20064, -1.19257, 3.44821)  -0.0010
P (-1.45744, -0.78920, 2.41092)  0.0012
C (-3.10188, -2.63873, 3.47084)  -0.0006
C (-3.05226, -2.16270, 4.76774)  -0.0011
C (-3.68737, -2.89552, 5.76354)  0.0010
C (-4.35547, -4.06924, 5.45524)  -0.0002
C (-4.39631, -4.51820, 4.14146)  0.0000
C (-3.76538, -3.80310, 3.13558)  0.0001
C (-2.30558, 0.67243, 2.94570)  -0.0020
C (-1.57921, 1.77693, 3.39420)  -0.0010
C (-2.25601, 2.91661, 3.78975)  -0.0004
C (-3.64437, 2.95794, 3.71514)  0.0002
C (-4.36195, 1.87006, 3.23751)  -0.0003
C (-3.69647, 0.72062, 2.84003)  0.0020
P (1.17525, -1.22025, 2.41427)  0.0026
C (2.57350, -1.46923, 3.50083)  0.0015
C (2.83704, -0.51055, 4.47905)  0.0005
C (3.90698, -0.69122, 5.33755)  -0.0008
C (4.72018, -1.80995, 5.20264)  -0.0006
C (4.46975, -2.74769, 4.21106)  -0.0005
C (3.39652, -2.58031, 3.35032)  -0.0002
C (0.82412, -2.69512, 1.42131)  -0.0022
C (1.29531, -2.69610, 0.09065)  -0.0042
C (0.99713, -3.76508, -0.75919)  -0.0003
C (0.26225, -4.82721, -0.27760)  0.0010
C (-0.19730, -4.84466, 1.04841)  -0.0004
C (0.06369, -3.79262, 1.88792)  0.0004
H (-0.15056, -0.94168, 4.42716)  0.0000
H (-2.56045, -1.23077, 5.01595)  -0.0003
H (-3.65987, -2.53614, 6.78324)  0.0000
H (-4.85102, -4.62981, 6.23536)  0.0001
H (-4.92738, -5.42711, 3.89388)  0.0000
H (-3.79719, -4.12400, 2.10283)  0.0000
H (-0.49629, 1.74248, 3.43812)  0.0003
H (-1.70702, 3.77266, 4.15738)  -0.0001
H (-4.16986, 3.84925, 4.03115)  0.0001
H (-5.44069, 1.91431, 3.17742)  -0.0001
H (-4.24592, -0.13084, 2.45550)  0.0009
H (2.22030, 0.37722, 4.56773)  -0.0001
H (4.11542, 0.04376, 6.10270)  0.0000
H (5.55856, -1.94726, 5.87194)  0.0001
H (5.11106, -3.61199, 4.10657)  0.0000
H (3.20420, -3.30977, 2.57403)  -0.0002
H (1.98546, -1.92456, -0.23370)  0.0042
H (1.36418, -3.75954, -1.77629)  -0.0001
H (0.04375, -5.66852, -0.92286)  0.0002
H (-0.75884, -5.69584, 1.40905)  -0.0001
H (-0.29917, -3.79742, 2.90820)  0.0002
N (-4.40853, -4.00026, -5.99902)  0.0000
C (-4.08211, -3.68261, -4.71746)  0.0001
C (-4.99148, -2.99365, -3.89711)  -0.0004
C (-4.66146, -2.66643, -2.60045)  0.0008
C (-3.41343, -3.01411, -2.10012)  0.0001
C (-2.50449, -3.70663, -2.89260)  -0.0004
C (-2.82574, -4.03117, -4.19198)  -0.0003
S (-3.02332, -2.71856, -0.39837)  0.0001
O (-4.21816, -2.12607, 0.21722)  0.0002
O (-2.47837, -1.97940, 2.39653)  -0.0035
N (-1.84988, -1.45548, -0.62997)  -0.0010
C (-2.26397, -0.21994, -0.97746)  -0.0005
N (-3.35251, 0.16935, -1.62540)  0.0002
C (-3.46601, 1.47568, -1.80780)  -0.0003
C (-2.54243, 2.42787, -1.34845)  0.0053
C (-1.45740, 1.96376, -0.64480)  0.0107
N (-1.32129, 0.64673, -0.48800)  -0.0035
H (-5.34172, -3.85316, -6.33657)  0.0000
H (-3.80866, -4.58727, -6.54817)  0.0000
H (-5.96493, -2.72794, -4.28976)  -0.0001
H (-5.36112, -2.14559, -1.96106)  0.0001
H (-1.53698, -3.98867, -2.49104)  0.0002
H (-2.11836, -4.56839, -4.81094)  -0.0001
H (-4.34952, 1.80133, -2.34581)  0.0000
H (-2.69225, 3.48174, -1.52350)  0.0000
H (-0.68470, 2.59132, -0.21857)  -0.0096
F (3.34498, 0.22216, -1.49361)  0.0139
B (3.09241, 0.60443, -0.16937)  0.0401
F (3.33384, -0.44663, 0.71123)  -0.0128
F (3.82932, 1.73455, 0.16865)  -0.0051
F (1.68505, 0.94285, -0.09059)  -0.0524
C (5.98236, 3.75551, -1.86376)  0.0157
C (5.11845, 3.19777, -2.99077)  0.0595
C (5.24277, 4.00953, -4.27637)  0.0137
Sb (3.06895, 3.10339, -2.34599)  0.6711
C (2.64903, 4.99293, -1.37110)  0.0823
C (1.96560, 4.74836, -0.03087)  0.0519
C (1.88421, 5.97595, -2.24702)  0.0135
C (1.80296, 2.55905, -4.01954)  0.1079
C (2.45431, 1.35692, -4.69736)  0.0049
C (1.51515, 3.69814, -4.99044)  0.0283
H (7.03361, 3.57650, -2.09614)  0.0010
H (5.77418, 3.28630, -0.90143)  -0.0028
H (5.85532, 4.83501, -1.76498)  -0.0012
H (5.38356, 2.15448, -3.17064)  -0.0079
H (4.92970, 5.04561, -4.12909)  0.0043
H (4.67029, 3.58749, -5.10243)  0.0015
H (6.29111, 4.03100, -4.58327)  0.0103
H (3.66248, 5.36074, -1.19355)  -0.0088
H (0.94465, 4.38165, -0.17046)  -0.0136
H (1.90090, 5.69012, 0.51838)  0.0022
H (2.50457, 4.02746, 0.58363)  0.0004
H (0.88400, 5.60827, -2.48538)  0.0015
H (2.40012, 6.20272, -3.18030)  -0.0040
H (1.76107, 6.91503, -1.70214)  0.0104
H (0.87745, 2.23814, -3.53463)  -0.0239
H (3.39177, 1.63220, -5.18480)  0.0005
H (1.78728, 0.97608, -5.47363)  0.0014
H (2.65637, 0.54658, -3.99644)  -0.0016
H (2.41358, 4.00336, -5.52721)  -0.0009
H (1.08944, 4.57675, -4.50835)  0.0012
H (0.79594, 3.34946, -5.73561)  0.0070

No. 4
This record from OMol25 describes a 2-piece molecular cluster, CHNO3S overall. The level of theory is ωB97M-V with the def2-TZVPD basis set.

Its SMILES is O=C=S.O=NO. The calculation puts the gap between HOMO and LUMO at 0.398 Ha. The calculation puts the HOMO energy at -10.6966 eV. The value obtained for the LUMO energy is 0.12 eV.

Last column: Löwdin charge in e.
Cartesian coordinates (Å):
O (1.50691, 1.25464, -0.71863)  0.1672
C (1.61452, 0.27265, -0.19947)  -0.8878
S (1.88521, -1.13275, 0.40663)  0.8366
O (-1.30688, 0.68647, -0.86205)  -0.0100
N (-1.97996, 0.23332, 0.03410)  -0.0942
O (-1.33470, -0.59905, 0.89748)  -0.0475
H (-0.38510, -0.71528, 0.44194)  0.0358

No. 5
This record from OMol25 describes C2H2AgCl6F2V as an isolated structure. The level of theory is ωB97M-V with the def2-TZVPD basis set.

As for the charge: +2. The calculation puts the gap between HOMO and LUMO (spin up / spin down) at 0.238 / 0.090 Ha. The calculation puts the HOMO energy (spin up / spin down) at -16.0413 / -16.0393 eV. The value obtained for the LUMO energy (spin up / spin down) is -9.57 / -13.60 eV. Its spin multiplicity is 5.

Last column: Mulliken spin population.
Cartesian coordinates (Å):
Ag (-0.45066, 3.05040, 0.86714)  0.0039
V (-1.36865, 0.86172, 2.79812)  2.9937
F (0.25752, 2.25379, 2.91678)  0.0024
F (-0.65428, 0.82627, 0.80477)  0.0064
C (2.44808, -0.03365, -0.09959)  -0.0342
Cl (3.78716, -0.17380, -1.19021)  0.4668
Cl (2.56591, 1.57129, 0.58104)  0.3795
Cl (2.54041, -1.19611, 1.20772)  0.1860
H (1.51576, -0.22166, -0.62966)  -0.0037
C (-2.11609, -1.35157, -1.36326)  -0.0032
Cl (-3.08040, -2.77885, -1.02749)  0.0002
Cl (-3.03143, -0.25380, -2.38976)  0.0002
Cl (-0.51366, -1.72214, -2.03271)  0.0003
H (-1.89968, -0.83188, -0.44287)  0.0017

In the order shown, the computed ΔE to the lowest compared entry with this formula, charge and spin values come out to 2222.3, 2.0, 0.0, 213.4, 0.0 kJ/mol.
In the order shown, the computed energy values come out to -1533.55314, -2071.96250, -3942.92016, -717.28586, -4128.43656 a.u..